The following is a quantum chemistry calculation of a 2-piece molecular cluster, C4H5P overall in a non-equilibrium geometry, from the OMol25 dataset.

Properties
Orbital gap (spin up / spin down) = 6.64 / 7.63 eV
Spin multiplicity = 3
Energy = -496.43183 a.u.
HOMO level (spin up / spin down) = -5.576 / -10.140 eV

Last columns: bonded neighbours and bond lengths (Å).
Element x y z (Å)
1 C 1.6416 -0.2383 0.9066  C2 1.190, H6 1.109
2 C 2.3689 -1.0473 0.4252  C1 1.190, H7 1.096
3 C -1.4195 0.8388 -0.5406  C4 1.318, P5 1.860, H8 1.088
4 C -2.7358 0.7872 -0.5067  C3 1.318, P5 1.817, H9 1.017
5 P -2.0567 -0.4968 0.5854  C3 1.860, C4 1.817, H10 1.464
6 H 0.7526 0.3707 1.1688  C1 1.109
7 H 2.9537 -1.9470 0.2034  C2 1.096
8 H -0.5359 1.3256 -0.9485  C3 1.088
9 H -3.6596 1.1380 -0.7467  C4 1.017
10 H -2.3451 -1.5459 -0.3946  P5 1.464

Here are the Löwdin charges for atoms 1 to 4, given in e: atom 1 (C): -0.052, atom 2 (C): -0.027, atom 3 (C): -0.395, atom 4 (C): -0.445